(1)
ORCA calculation (the ωB97M-V functional and the def2-TZVPD basis) on C25H30AuN5O4S2 as an isolated structure.

Summary:
- LUMO energy: 0.39 eV
- ΔE to the lowest compared entry with this formula, charge and spin: 25.04 kcal per mole

Geometry as ORCA input:
```
! RIJCOSX wB97M-V def2-TZVPD def2/J DEFGRID3
* xyz 0 1
Au -0.5258 0.4396 -0.4835
N -2.3323 -1.2056 -0.4404
C -2.7879 -2.0980 -1.0210
N -3.3299 -3.0904 -1.7036
C -4.7124 -3.4805 -1.4074
C -4.7084 -4.6527 -0.4337
O -3.9446 -5.7277 -0.9495
C -2.5937 -5.3573 -1.1647
C -2.4945 -4.2052 -2.1582
H -5.1783 -3.7894 -2.3454
H -5.2514 -2.6289 -0.9965
H -5.7185 -5.0283 -0.2780
H -4.2933 -4.3234 0.5290
H -2.0854 -6.2388 -1.5518
H -2.1294 -5.0609 -0.2140
H -2.8715 -4.5274 -3.1308
H -1.4651 -3.8678 -2.2639
N -3.6669 1.3674 -2.1853
C -3.1081 2.4430 -1.5709
N -2.1906 2.3676 -0.6735
C -1.8335 3.6170 -0.2026
C -0.8556 3.8726 0.7516
C -0.5926 5.1838 1.1077
C -1.2925 6.2398 0.5271
C -2.2713 6.0047 -0.4248
C -2.5322 4.6910 -0.7791
S -3.6723 4.0771 -1.9492
H -3.1337 0.5149 -2.0754
H -4.1025 1.5140 -3.0781
H -0.3219 3.0389 1.1913
H 0.1748 5.3946 1.8413
H -1.0667 7.2583 0.8157
H -2.8133 6.8188 -0.8880
O -0.6278 0.3517 1.8378
C -0.1798 -0.4937 2.5948
C -0.2478 -0.3299 4.0912
C 1.2247 -0.2020 4.5681
C 2.1817 0.4459 3.5363
C 2.8213 -0.5161 2.5132
C 1.8467 -1.1115 1.4840
N 0.6134 -1.5333 2.1715
H -0.7487 -1.1726 4.5713
H -0.8103 0.5755 4.3094
H 1.6171 -1.1847 4.8437
H 1.2321 0.3943 5.4814
H 3.0013 0.9077 4.0887
H 1.6616 1.2552 3.0147
H 3.2981 -1.3346 3.0638
H 3.6114 0.0151 1.9777
H 2.2907 -1.9693 0.9810
H 1.5737 -0.3805 0.7210
H 0.8322 -2.1780 2.9179
O 7.2981 1.2054 -2.3227
C 6.5002 0.2909 -1.7240
O 6.9975 -0.5991 -1.0897
C 5.0354 0.4525 -1.9157
C 4.4322 1.6677 -2.2397
C 3.0599 1.7546 -2.3903
C 2.2488 0.6258 -2.2447
S 0.5206 0.7422 -2.5558
C 2.8569 -0.5857 -1.8978
C 4.2241 -0.6669 -1.7296
H 6.7794 1.7994 -2.8735
H 5.0247 2.5722 -2.3354
H 2.5904 2.7025 -2.6174
H 2.2361 -1.4626 -1.7643
H 4.7056 -1.5988 -1.4614
*
```

Atomic charges from the Mulliken analysis, expressed in e, are listed below: atom 1 (Au): 1.174, atom 2 (N): -0.772, atom 3 (C): 0.626, atom 4 (N): -0.101, atom 5 (C): -0.643, atom 6 (C): -0.472, atom 7 (O): -0.390, atom 8 (C): -0.458, atom 9 (C): -0.662, atom 10 (H): 0.286, atom 11 (H): 0.432, atom 12 (H): 0.357, atom 13 (H): 0.303, atom 14 (H): 0.354, atom 15 (H): 0.308, atom 16 (H): 0.275, atom 17 (H): 0.432, atom 18 (N): -0.391, atom 19 (C): 0.460, atom 20 (N): -0.248, atom 21 (C): -0.539, atom 22 (C): -0.018, atom 23 (C): -0.752, atom 24 (C): -0.393, atom 25 (C): -0.541, atom 26 (C): 0.696, atom 27 (S): -0.318, atom 28 (H): 0.144, atom 29 (H): 0.245, atom 30 (H): 0.374, atom 31 (H): 0.389, atom 32 (H): 0.360, atom 33 (H): 0.378, atom 34 (O): -0.740, atom 35 (C): 0.286, atom 36 (C): -0.854, atom 37 (C): -0.671, atom 38 (C): -0.372, atom 39 (C): -0.789, atom 40 (C): 0.198, atom 41 (N): -0.133, atom 42 (H): 0.339, atom 43 (H): 0.375, atom 44 (H): 0.323, atom 45 (H): 0.408, atom 46 (H): 0.418, atom 47 (H): 0.070, atom 48 (H): 0.307, atom 49 (H): 0.400, atom 50 (H): 0.328, atom 51 (H): -0.533, atom 52 (H): 0.385, atom 53 (O): -0.473, atom 54 (C): 0.660, atom 55 (O): -0.573, atom 56 (C): 0.666, atom 57 (C): -0.667, atom 58 (C): -0.899, atom 59 (C): 0.092, atom 60 (S): -0.436, atom 61 (C): -0.368, atom 62 (C): -0.563, atom 63 (H): 0.299, atom 64 (H): 0.282, atom 65 (H): 0.435, atom 66 (H): 0.493, atom 67 (H): 0.411

***

(2)
ORCA calculation (the ωB97M-V functional and the def2-TZVPD basis) on a 4-piece molecular cluster, C25H30BClF24N2O10S overall.

Summary:
- SMILES: CC(=O)N(C)[C@@]1(C[C@H](C)Cl)OC(=O)O[C@]1(B(N)O)S(C)(=O)=O.FC(F)C(F)(F)COC(F)(F)C(F)F.FC(F)C(F)(F)COC(F)(F)C(F)F.FC(F)C(F)(F)COC(F)(F)C(F)F
- LUMO energy: 0.17 eV

Geometry as ORCA input:
```
! RIJCOSX wB97M-V def2-TZVPD def2/J DEFGRID3
* xyz 0 1
C -2.4831 -2.5029 -0.8714
C -2.5723 -1.1568 -0.2023
O -3.1440 -1.0555 0.8685
N -2.0511 0.0610 -0.8237
C -2.7460 0.2963 -2.0858
C -0.6095 0.1323 -0.9370
C 0.0483 -0.8001 -1.9540
C 1.4990 -0.5173 -2.3637
C 1.7372 -1.1599 -3.7226
Cl 2.7281 -1.2075 -1.2623
O -0.2704 1.4711 -1.3990
C 0.6973 1.9988 -0.6365
O 1.0846 3.1470 -0.6926
O 1.1908 1.0200 0.1871
C -0.0092 0.2520 0.4638
B -0.7415 1.2389 1.5441
N -0.1609 1.3260 2.8629
O -1.7967 2.0029 1.1952
S 0.3986 -1.2944 1.3737
C 1.9177 -1.0249 2.2609
O 0.6012 -2.3941 0.4687
O -0.6247 -1.5720 2.3311
H -2.0401 -3.2032 -0.1844
H -2.0007 -2.4936 -1.8316
H -3.4965 -2.8155 -1.0405
H -2.3496 1.1454 -2.6178
H -2.7130 -0.5730 -2.7410
H -3.7919 0.4840 -1.9036
H -0.5082 -0.7820 -2.8767
H 0.0216 -1.8230 -1.6187
H 1.7104 0.5314 -2.4925
H 1.1642 -0.6136 -4.4616
H 1.5025 -2.2107 -3.7081
H 2.7761 -1.0098 -3.9695
H 0.8445 1.4359 2.7580
H -0.4487 2.1768 3.3308
H -1.9859 2.6757 1.8525
H 2.5946 -0.3679 1.7388
H 1.6913 -0.6935 3.2569
H 2.3292 -2.0170 2.3330
C 4.4627 3.9426 -5.0994
C 4.5086 5.4844 -5.1124
C 5.8150 6.1759 -4.7075
F 6.1572 5.9091 -3.4356
F 5.6483 7.5153 -4.8148
F 3.4818 5.9722 -4.3883
F 4.2936 5.8527 -6.4084
O 3.8622 3.2811 -3.9921
C 4.5591 2.9522 -2.8482
C 3.9973 3.6600 -1.6136
F 4.0591 4.9984 -1.7490
F 4.7381 3.3183 -0.5305
F 5.8837 3.1424 -2.9932
F 4.3738 1.6265 -2.6501
H 3.8047 3.6879 -5.9282
H 5.4313 3.5095 -5.3470
H 6.6312 5.8754 -5.3709
H 2.9586 3.3663 -1.4498
C -3.7107 -7.7066 -1.2486
C -3.2448 -6.3520 -1.8205
C -4.3059 -5.4001 -2.3840
F -4.9516 -5.9299 -3.4358
F -3.7000 -4.2617 -2.8144
F -2.2752 -6.5556 -2.7361
F -2.6751 -5.6860 -0.7785
O -3.5856 -8.8737 -2.0541
C -4.5563 -9.2783 -2.9441
C -4.0415 -9.2843 -4.3874
F -3.6324 -8.0590 -4.7612
F -5.0457 -9.6634 -5.2097
F -5.6903 -8.5661 -2.8160
F -4.8601 -10.5577 -2.6377
H -3.0257 -7.8982 -0.4249
H -4.7005 -7.6346 -0.7990
H -5.0364 -5.1296 -1.6160
H -3.2076 -9.9821 -4.4863
C -0.4552 4.8377 6.4929
C -1.2123 5.0170 7.8244
C -0.3943 5.2429 9.1008
F 0.4023 4.1969 9.3823
F -1.2469 5.4006 10.1391
F -2.0678 3.9890 7.9966
F -1.9656 6.1431 7.6749
O -0.2652 3.5201 5.9823
C 0.8079 2.7270 6.3335
C 0.3711 1.4437 7.0478
F -0.3037 1.7261 8.1749
F 1.4741 0.7347 7.3784
F 1.7287 3.4147 7.0292
F 1.3950 2.3437 5.1770
H -1.1035 5.3007 5.7514
H 0.4707 5.4111 6.4749
H 0.2150 6.1470 9.0129
H -0.2643 0.8453 6.3908
*
```

Atomic charges from the Mulliken analysis, expressed in e, are listed below: atom 1 (C): -0.980, atom 2 (C): 0.261, atom 3 (O): -0.546, atom 4 (N): 0.284, atom 5 (C): -1.014, atom 6 (C): 2.331, atom 7 (C): -1.862, atom 8 (C): 0.493, atom 9 (C): -1.779, atom 10 (Cl): -0.193, atom 11 (O): -0.523, atom 12 (C): 0.335, atom 13 (O): -0.688, atom 14 (O): -0.302, atom 15 (C): -1.320, atom 16 (B): 0.626, atom 17 (N): -0.319, atom 18 (O): -0.642, atom 19 (S): 1.882, atom 20 (C): -1.351, atom 21 (O): -0.679, atom 22 (O): -0.716, atom 23 (H): 0.352, atom 24 (H): 0.250, atom 25 (H): 0.359, atom 26 (H): 0.345, atom 27 (H): 0.368, atom 28 (H): 0.402, atom 29 (H): 0.932, atom 30 (H): 0.399, atom 31 (H): 0.183, atom 32 (H): 0.421, atom 33 (H): 0.373, atom 34 (H): 0.463, atom 35 (H): 0.173, atom 36 (H): 0.135, atom 37 (H): 0.317, atom 38 (H): 0.258, atom 39 (H): 0.468, atom 40 (H): 0.525, atom 41 (C): -0.778, atom 42 (C): 0.916, atom 43 (C): 0.070, atom 44 (F): -0.215, atom 45 (F): -0.265, atom 46 (F): -0.264, atom 47 (F): -0.331, atom 48 (O): -0.329, atom 49 (C): 0.781, atom 50 (C): 0.829, atom 51 (F): -0.255, atom 52 (F): -0.282, atom 53 (F): -0.323, atom 54 (F): -0.288, atom 55 (H): 0.383, atom 56 (H): 0.324, atom 57 (H): 0.280, atom 58 (H): -0.263, atom 59 (C): -0.879, atom 60 (C): 1.013, atom 61 (C): 0.029, atom 62 (F): -0.232, atom 63 (F): -0.247, atom 64 (F): -0.285, atom 65 (F): -0.281, atom 66 (O): -0.402, atom 67 (C): 0.805, atom 68 (C): 0.189, atom 69 (F): -0.215, atom 70 (F): -0.254, atom 71 (F): -0.288, atom 72 (F): -0.298, atom 73 (H): 0.436, atom 74 (H): 0.341, atom 75 (H): 0.340, atom 76 (H): 0.240, atom 77 (C): -0.785, atom 78 (C): 0.881, atom 79 (C): 0.102, atom 80 (F): -0.222, atom 81 (F): -0.262, atom 82 (F): -0.266, atom 83 (F): -0.328, atom 84 (O): -0.333, atom 85 (C): 0.750, atom 86 (C): 0.296, atom 87 (F): -0.249, atom 88 (F): -0.267, atom 89 (F): -0.299, atom 90 (F): -0.297, atom 91 (H): 0.410, atom 92 (H): 0.336, atom 93 (H): 0.286, atom 94 (H): 0.224